C8H17N5O3 | ωB97M-V/def2-TZVPD

Structure (ORCA input):
```
! wB97M-V def2-TZVPD RIJCOSX def2/J DEFGRID3
* xyz 0 1
O 1.7711 -2.4184 -3.3972
O 3.6644 -3.5517 -3.0806
O 0.8384 -2.3758 1.1084
N -2.0121 1.8176 2.2273
N -0.0511 -1.1863 -1.7954
N -0.3214 3.2337 3.2187
N 2.3599 -2.2457 -0.5225
N -1.4160 3.7107 1.2563
C 0.4153 -0.6040 -0.4594
C 1.2124 -1.7937 0.1242
C -0.7670 -0.2345 0.4788
C -1.7811 0.7280 -0.0488
C 3.2652 -1.8724 -1.5500
C 2.8907 -2.7314 -2.7814
C -1.1998 2.9531 2.3216
C -2.6458 1.1342 1.0894
H -1.0020 4.6485 1.2036
H -2.3993 3.9071 1.2599
H 2.6189 -3.1650 -0.1491
H -2.3178 0.2829 -0.8794
H -0.1433 2.4027 3.7914
H -1.3432 -1.0644 0.8216
H -1.3063 1.5463 -0.6157
H -0.3782 0.0815 1.4130
H 4.2505 -2.1304 -1.1849
H 1.0495 0.2887 -0.7223
H -3.3965 1.8796 0.7312
H -0.4325 -0.4262 -2.3029
H 3.1355 -0.7465 -1.8142
H -2.1177 1.3430 3.1380
H -0.7260 -1.9232 -1.5262
H -3.0183 0.2167 1.4357
H 1.3037 -1.7046 -2.7892
*
```

Energy relative to the best compared isomer or geometry (same formula, charge and spin), kcal/mol: 54.3
Orbital gap, eV: 9.48
SMILES: [H]/N=C(/N)NCCC[C@H](N)C(=O)NCC(=O)O

Want to see where the charge sits? The Mulliken charges in e are: -0.52 -0.53 -0.64 -0.24 -0.65 -0.77 -0.10 -0.46 0.18 0.22 -0.89 -0.54 -0.65 0.67 0.45 -1.23 0.28 0.21 0.23 0.41 0.23 0.38 0.48 0.45 0.32 0.33 0.35 0.26 0.25 0.22 0.25 0.56 0.48

C8H17NO | ωB97M-V/def2-TZVPD

Structure (ORCA input):
```
! wB97M-V def2-TZVPD RIJCOSX def2/J DEFGRID3
* xyz 0 1
O -1.8907 -1.6702 -1.7129
N -1.0026 0.0575 -0.5610
C -1.5697 2.4441 -0.4616
C 0.5844 1.6921 -1.5437
C 1.2367 -0.0647 1.8490
C 1.6985 -1.8446 0.1769
C 0.9052 -1.2382 1.2943
C -0.4586 1.3960 -0.4716
C -0.1822 -2.1176 1.8389
C -1.2906 -0.6149 -1.6949
H -0.8392 -2.4545 1.0377
H 2.1433 0.4471 1.5648
H -1.1506 3.4424 -0.3848
H -0.8998 -0.1566 -2.6096
H 2.1175 -2.8049 0.4734
H 1.0402 2.6594 -1.3479
H -2.1417 2.3936 -1.3888
H 0.2532 -3.0147 2.2843
H -0.7646 -1.6112 2.6050
H 2.5139 -1.1953 -0.1352
H 0.1464 1.7298 -2.5365
H 0.0977 1.3552 0.5448
H 0.7547 0.2746 2.7524
H -1.4517 -0.3005 0.2670
H 1.0467 -2.0262 -0.6743
H 1.3641 0.9363 -1.5305
H -2.2605 2.2861 0.3645
*
```

Energy relative to the best compared isomer or geometry (same formula, charge and spin), kcal/mol: 31.0
Orbital gap, eV: 10.09
SMILES: CC(C)NC=O.C=C(C)C

Want to see where the charge sits? The Mulliken charges in e are: -0.59 0.02 -1.48 -1.54 -1.45 -1.32 1.49 0.86 -1.48 0.00 0.35 0.33 0.40 0.29 0.42 0.42 0.34 0.40 0.35 0.31 0.40 -0.09 0.35 0.25 0.24 0.32 0.38

C8H17NO | ωB97M-V/def2-TZVPD

Structure (ORCA input):
```
! wB97M-V def2-TZVPD RIJCOSX def2/J DEFGRID3
* xyz 0 1
O 0.8225 -2.0303 -1.5735
N -0.0245 -2.2892 0.5887
C 1.2106 0.3952 1.7371
C -1.2975 0.3315 1.8801
C -0.1406 2.2099 0.7148
C -0.1000 0.6936 0.9920
C 1.4059 -1.3241 -2.6563
C 0.2686 -1.4582 -0.3231
C -0.1365 -0.0558 -0.5257
C -1.5053 0.0349 -1.1950
H 1.2456 -0.6258 2.1261
H 0.6287 -1.0228 -3.3674
H 2.0801 0.5513 1.0899
H -1.8467 1.0682 -1.2849
H 0.7174 2.5278 0.1128
H -1.3346 -0.7320 2.1270
H -2.2488 0.6152 1.4188
H -1.0530 2.5086 0.1920
H -0.1104 2.7774 1.6531
H 0.6216 0.4904 -1.0893
H 1.3246 1.0549 2.6064
H 1.9988 -0.4539 -2.3463
H -1.2441 0.8628 2.8386
H -1.4608 -0.3740 -2.2073
H -2.2588 -0.5429 -0.6511
H 2.0905 -2.0071 -3.1750
H 0.3468 -3.2058 0.3176
*
```

Energy relative to the best compared isomer or geometry (same formula, charge and spin), kcal/mol: 41.4
Orbital gap, eV: 10.68
SMILES: [H]/N=C(\OC)[C@@H](C)C(C)(C)C

Want to see where the charge sits? The Mulliken charges in e are: -0.45 -0.59 -1.87 -1.84 -1.80 1.70 -0.65 0.38 0.38 -1.49 0.41 0.25 0.34 0.32 0.40 0.36 0.38 0.34 0.46 0.44 0.49 0.30 0.46 0.35 0.35 0.28 0.30

C8H17NO2S | ωB97M-V/def2-TZVPD

Structure (ORCA input):
```
! wB97M-V def2-TZVPD RIJCOSX def2/J DEFGRID3
* xyz 0 1
S 2.6233 0.3359 -0.1536
O 2.9999 0.3560 -1.5645
O 2.6206 1.6205 0.3960
N 3.6890 -0.6776 0.6863
C 0.5055 -0.3736 1.4484
C 0.9032 -1.7809 -0.7002
C -0.0794 0.5949 0.3775
C -1.5074 0.5046 -0.1732
C 1.0326 -0.4553 0.0557
C -1.4551 1.1306 -1.6080
C -2.1570 -0.8308 -0.1733
C -2.3348 1.4515 0.7505
H -0.0163 -2.3264 -0.3040
H -1.1143 2.1171 -1.5195
H -0.1315 -1.1061 1.7347
H -3.1095 -0.7536 -0.7009
H -2.3687 2.4829 0.4814
H 3.3661 -0.4469 1.7289
H 1.6695 -2.4453 -0.4692
H 0.8363 -1.6699 -1.7203
H 1.1150 0.0016 2.2506
H -2.5273 1.1971 -2.0842
H 4.7076 -0.6128 0.4911
H -1.8443 1.2847 1.6752
H -1.9668 -1.3106 0.7783
H -3.3624 1.1226 0.9115
H -1.5679 -1.4247 -0.7849
H -0.8838 0.4341 -2.3777
H 0.3579 1.5803 0.5671
*
```

Energy relative to the best compared isomer or geometry (same formula, charge and spin), kcal/mol: 59.1
Orbital gap, eV: 10.79
SMILES: CC(C)(C)[C@H]1C[C@]1(C)S(N)(=O)=O

Want to see where the charge sits? The Mulliken charges in e are: 1.19 -0.73 -0.63 -0.55 -1.08 -1.86 -1.28 2.30 1.29 -1.60 -2.17 -1.79 0.49 0.46 0.25 0.48 0.39 0.29 0.52 0.33 0.36 0.39 0.28 0.45 0.43 0.37 0.48 0.25 0.70

C8H17NSi | ωB97M-V/def2-TZVPD

Structure (ORCA input):
```
! wB97M-V def2-TZVPD RIJCOSX def2/J DEFGRID3
* xyz 0 1
Si -0.5953 1.7994 1.7041
N -0.0291 -1.2959 -0.9848
C -2.1399 1.2140 2.2845
C -0.0441 3.2221 -0.9314
C 0.9361 -2.1676 -0.3551
C 1.0545 1.7289 2.6306
C -0.6955 0.2467 -2.7367
C -0.2809 2.6684 0.1101
C 0.4444 -0.5681 -2.1411
C 0.3330 -2.7811 0.9023
H -1.1500 0.8554 -1.9578
H 1.8511 1.3378 2.0010
H 1.8045 -1.5579 -0.0888
H -0.8690 -1.8146 -1.2195
H -0.3258 0.8976 -3.5240
H 0.0284 -1.9954 1.5875
H 1.0523 -3.4268 1.3927
H 1.2396 0.1040 -1.8013
H 0.1712 3.7081 -1.8381
H 1.3573 2.7170 2.9729
H -2.2398 0.7291 3.2403
H 0.9715 1.0878 3.5035
H -1.4540 -0.4078 -3.1576
H -3.0400 1.2725 1.6999
H 0.8752 -1.2316 -2.9152
H -0.5452 -3.3709 0.6505
H 1.2896 -2.9710 -1.0288
*
```

Energy relative to the best compared isomer or geometry (same formula, charge and spin), kcal/mol: 62.1
Orbital gap, eV: 8.66
SMILES: C#C[Si](=C)C.CCNCC

Want to see where the charge sits? The Mulliken charges in e are: 0.27 -0.16 -0.81 0.40 -0.45 -1.01 -1.14 -0.82 -0.42 -1.11 0.20 0.30 0.32 0.22 0.33 0.20 0.38 0.31 0.40 0.36 0.28 0.34 0.38 0.26 0.32 0.31 0.33

C8H18 | ωB97M-V/def2-TZVPD

Structure (ORCA input):
```
! wB97M-V def2-TZVPD RIJCOSX def2/J DEFGRID3
* xyz 0 1
C 0.1842 -0.5234 -2.2931
C -0.9785 1.4517 1.6006
C -1.0452 -0.1474 -1.8834
C -1.2134 -0.0156 1.3003
C 2.3185 0.3081 1.0959
C -1.5623 1.2440 -2.1112
C 1.6490 -2.0972 1.0154
C 1.6943 -0.6961 0.5013
H -0.7277 -0.6445 2.0405
H 0.0856 1.6717 1.6451
H -1.0363 -0.2088 0.1239
H 0.4379 -1.5573 -2.4663
H -2.1021 1.3233 -3.0557
H -2.2569 1.5130 -1.3150
H 1.3180 -0.5654 -0.5359
H -1.8186 -0.9072 -1.8263
H 2.7294 0.2114 2.0893
H 0.9138 0.2069 -2.6123
H -0.7532 1.9666 -2.1022
H 0.6210 -2.4533 1.0800
H -2.2721 -0.2633 1.3797
H -1.4480 1.7542 2.5367
H 2.0968 -2.1676 2.0053
H -1.3902 2.0776 0.8091
H 2.3849 1.2850 0.6449
H 2.1712 -2.7665 0.3333
*
```

Energy relative to the best compared isomer or geometry (same formula, charge and spin), kcal/mol: 61.8
Orbital gap, eV: 10.35
SMILES: C=CC.C=CC.CC

Want to see where the charge sits? The Mulliken charges in e are: -0.98 -0.85 0.12 -0.25 -1.03 -1.08 -1.09 0.71 0.25 0.16 -0.32 0.27 0.32 0.29 -0.16 0.38 0.26 0.35 0.33 0.26 0.45 0.35 0.34 0.21 0.36 0.34

> Among the records above, which one has the lowest energy relative to the best compared isomer or geometry (same formula, charge and spin)?

number 2